Formula: C18H52O9
Source: the Open Molecules 2025 dataset
Level of theory: wB97M-V/def2-TZVPD

Structure (XYZ):
```
79
Properties=species:S:1:pos:R:3:forces:R:3
C -0.888 -0.095 0.217 0.78 0.11 -0.82
C -0.131 -0.646 -1.023 -0.02 -1.26 0.22
O -0.418 -1.944 -1.336 0.26 0.13 -0.13
H -1.972 -0.197 0.161 -0.02 0.22 -0.07
H -0.510 0.934 0.300 -0.55 0.23 0.33
H -0.524 -0.643 1.085 -0.13 -0.04 0.04
H 0.936 -0.499 -0.720 0.25 0.10 -0.14
H -0.234 -0.019 -1.936 -0.34 0.61 0.21
C -5.643 0.950 1.435 0.26 -0.25 1.01
C -5.613 -0.501 0.900 0.67 -0.92 1.19
O -5.827 -1.498 1.823 -0.67 0.91 -0.26
H -4.996 1.638 0.884 -0.41 0.13 -0.47
H -5.177 0.915 2.430 -0.17 -0.07 0.08
H -6.668 1.312 1.572 0.04 0.22 -0.13
H -4.572 -0.626 0.552 0.10 0.17 -0.83
H -6.318 -0.507 0.046 0.00 -0.17 -0.43
C 0.637 -3.935 3.156 0.15 0.05 1.55
C -0.272 -2.945 2.449 -0.04 -0.31 -0.55
O -1.537 -3.541 2.240 -0.12 -0.42 -0.60
H 1.723 -3.836 3.080 -0.09 0.46 -0.47
H 0.397 -4.959 2.871 -0.16 0.09 -0.19
H 0.443 -3.835 4.233 -0.03 -0.36 0.04
H 0.166 -2.727 1.471 -0.45 0.10 -0.15
H -0.457 -1.995 2.958 0.63 0.00 0.23
H -2.100 -3.506 3.016 0.10 0.29 0.10
C 2.977 0.431 -2.901 0.89 -0.23 -0.10
C 3.900 0.114 -4.067 0.29 -0.29 -0.28
O 3.553 -1.149 -4.634 0.25 0.13 0.06
H 3.262 -0.236 -2.089 -0.21 0.02 0.07
H 1.922 0.262 -3.098 -0.01 0.29 -0.12
H 3.222 1.442 -2.570 -0.39 0.09 0.05
H 4.934 0.072 -3.693 -0.03 0.00 0.11
H 3.936 0.851 -4.880 -0.45 0.29 0.24
H 3.947 -1.179 -5.509 -0.02 -0.16 -0.01
C -1.437 1.136 4.538 0.19 0.08 -0.01
C -0.411 1.541 5.599 -0.31 -0.97 -1.02
O 0.485 2.490 5.036 0.28 0.26 0.15
H -2.142 1.960 4.441 -0.46 -0.44 -0.12
H -1.862 0.152 4.752 -0.60 0.39 0.43
H -1.025 0.946 3.543 0.53 0.41 0.12
H 0.122 0.621 5.863 0.31 0.30 0.29
H -0.916 1.937 6.482 0.06 -0.02 0.04
H 0.511 3.273 5.589 0.01 -0.01 0.03
C 2.992 -2.573 -0.178 1.17 0.45 0.05
C 2.525 -3.987 -0.408 -2.75 0.96 1.16
O 1.503 -3.977 -1.392 1.35 -1.59 -0.66
H 3.892 -2.605 0.452 -0.02 0.26 0.07
H 2.280 -1.866 0.250 -0.31 -0.45 0.18
H 3.267 -2.105 -1.127 0.12 -0.29 -0.10
H 1.993 -4.344 0.487 0.59 -0.04 0.48
H 3.372 -4.664 -0.520 -0.19 -0.14 -1.01
H 0.660 -3.619 -1.062 0.14 0.81 0.09
C 2.458 4.518 0.669 0.38 1.40 -1.28
C 2.305 3.111 0.137 -0.07 -0.81 3.26
O 3.320 2.352 0.861 0.35 -0.23 -1.06
H 1.749 5.208 0.201 -0.25 -0.05 0.30
H 3.433 4.979 0.472 0.14 -0.40 -0.34
H 2.403 4.569 1.756 -0.53 -0.33 -0.02
H 2.285 2.843 -0.913 0.47 0.48 -0.13
H 1.371 2.755 0.583 -0.35 -0.05 -0.66
H 2.970 2.126 1.726 -0.17 -0.05 -0.07
C -2.793 3.461 0.266 0.96 -0.81 0.30
C -1.625 3.626 -0.728 -2.22 1.56 0.67
O -1.925 4.889 -1.384 0.76 -0.06 -0.69
H -3.805 3.590 -0.114 0.19 -0.28 -0.57
H -2.690 4.237 1.026 0.13 -0.17 0.18
H -2.677 2.461 0.697 -0.40 0.19 0.34
H -1.561 2.816 -1.452 0.39 -0.06 0.20
H -0.740 3.826 -0.125 0.31 -0.49 -0.43
H -2.414 4.669 -2.181 -0.05 0.09 0.01
C -0.789 -1.938 -5.093 -0.47 -0.31 0.09
C 0.723 -1.984 -4.836 -0.84 -0.16 0.69
O 0.917 -2.793 -3.686 0.26 0.63 -1.26
H -1.334 -1.685 -4.177 0.37 0.71 0.04
H -1.232 -2.932 -5.223 0.56 -0.20 -0.53
H -1.116 -1.304 -5.923 0.08 0.11 0.03
H 1.140 -0.996 -4.630 -0.31 0.28 -0.21
H 1.303 -2.337 -5.692 -0.10 -0.44 0.03
H 0.417 -2.289 -3.005 -0.02 -0.69 1.15
```
Forces are in eV/Å.

frontier orbital gap = 0.1450 hartree
energy above the lowest of the compared OMol25 structures with the same formula, charge and spin = 67.16 kcal per mole
total charge = -2


Formula: C18H54B2CaF8O9
Source: the Open Molecules 2025 dataset
Level of theory: wB97M-V/def2-TZVPD

Structure (XYZ):
```
92
Properties=species:S:1:pos:R:3:forces:R:3
Ca 0.817 0.527 -2.492 -0.81 0.55 -0.12
B 3.485 1.093 -2.064 3.18 0.77 -1.10
F 4.261 1.073 -3.224 -0.70 0.03 -0.64
F 2.533 2.138 -2.150 -0.42 -0.41 0.21
F 2.801 -0.129 -1.995 -0.39 -1.09 0.15
F 4.381 1.203 -1.048 -0.45 0.34 1.39
B -0.410 -0.121 -0.011 -0.45 -0.74 1.57
F -1.037 -0.110 -1.232 -1.55 0.69 -2.37
F 0.870 0.294 -0.276 1.99 0.78 0.13
F -1.010 0.726 0.898 -0.26 0.27 0.15
F -0.426 -1.419 0.366 0.08 -1.25 1.01
C 2.319 1.586 2.507 0.43 -0.22 0.23
C 3.825 1.938 2.470 -1.40 -0.59 -0.47
O 4.004 2.919 1.491 0.26 1.19 -0.37
H 2.020 1.330 1.491 -0.17 0.46 -0.10
H 1.777 2.438 2.918 -0.24 0.06 -0.30
H 2.027 0.700 3.069 0.37 -0.05 0.46
H 4.357 1.044 2.141 0.47 -0.13 0.71
H 4.153 2.403 3.399 0.24 -0.53 0.05
H 3.830 2.540 0.626 0.12 -0.17 -0.20
C 0.221 5.584 -0.135 -1.23 0.77 -0.11
C 0.477 4.488 0.872 0.46 0.59 -0.24
O 0.073 3.283 0.260 -0.06 -0.39 -0.12
H -0.817 5.608 -0.465 -0.42 -0.40 0.26
H 0.738 5.504 -1.092 0.71 -0.10 0.37
H 0.315 6.579 0.300 0.64 -0.01 -0.03
H -0.049 4.617 1.818 -0.27 0.26 -0.09
H 1.541 4.491 1.110 0.19 -0.35 0.02
H -0.157 2.609 0.903 0.01 -0.26 0.13
C -5.485 -1.273 -1.532 1.01 -0.02 0.88
C -4.003 -0.902 -1.291 -0.13 -0.11 -0.02
O -3.795 -0.021 -0.189 -0.94 0.13 -0.29
H -5.784 -1.902 -0.694 -0.45 0.24 0.06
H -5.608 -1.883 -2.427 0.22 0.10 -0.14
H -6.107 -0.382 -1.626 -0.01 -0.08 0.15
H -3.619 -0.460 -2.211 0.27 0.09 -0.14
H -3.402 -1.775 -1.036 -0.20 -0.41 -0.58
H -2.844 0.046 -0.076 -0.03 0.16 0.16
C -1.548 -4.027 -1.684 -0.03 -0.08 -0.70
C -2.236 -3.961 -3.074 -0.01 -0.56 1.13
O -2.128 -2.651 -3.587 -0.10 0.60 -0.13
H -1.804 -4.949 -1.164 0.15 -0.09 -0.17
H -1.818 -3.209 -1.016 -0.36 0.11 -0.28
H -0.465 -3.939 -1.776 0.08 -0.30 -0.04
H -3.286 -4.237 -2.978 -0.16 0.07 0.18
H -1.830 -4.628 -3.835 0.38 -0.43 0.35
H -2.861 -2.553 -4.199 0.14 0.43 -0.17
C 2.456 -3.090 -3.179 -0.61 0.28 0.41
C 1.301 -2.358 -3.888 1.13 -0.68 -0.34
O 0.442 -1.741 -2.948 0.18 0.61 0.38
H 3.030 -2.445 -2.513 -0.14 0.22 -0.18
H 3.173 -3.594 -3.827 -0.33 0.02 -0.25
H 1.952 -3.808 -2.533 0.28 -0.33 0.02
H 0.719 -3.087 -4.451 0.03 0.08 -0.23
H 1.644 -1.579 -4.568 0.24 -0.08 -0.24
H -0.425 -2.147 -3.012 -0.67 0.11 0.01
C -0.411 -3.290 3.064 -0.20 -0.07 -0.02
C -0.114 -1.849 3.474 -0.17 0.73 -1.60
O 0.487 -1.695 4.710 0.39 -0.17 1.38
H -1.308 -3.701 3.527 -0.23 0.24 0.06
H 0.369 -3.993 3.357 0.39 0.32 0.05
H -0.524 -3.376 1.983 -0.08 0.14 -0.01
H -0.948 -1.148 3.433 -0.90 -0.53 -0.08
H 0.510 -1.323 2.752 0.61 -0.59 -0.22
H -0.234 -1.728 5.343 0.24 -0.03 0.40
C 2.813 -2.914 0.551 -1.47 -0.75 -0.07
C 3.761 -1.880 0.950 1.08 1.15 0.34
O 4.512 -2.240 2.091 1.09 -0.38 0.01
H 2.091 -2.452 -0.122 -0.27 -0.30 -0.07
H 2.308 -3.285 1.442 -0.45 -0.06 -0.06
H 3.273 -3.778 0.070 0.17 0.10 -0.05
H 3.336 -0.908 1.199 -0.67 0.05 -0.43
H 4.409 -1.716 0.089 0.61 0.22 0.36
H 3.918 -2.507 2.796 -0.19 0.04 -0.03
C -2.565 1.832 3.290 0.38 -0.42 0.52
C -1.244 1.882 4.069 -0.91 -0.85 -0.85
O -1.168 3.153 4.607 0.34 1.39 0.75
H -2.507 2.561 2.482 -0.18 -0.34 -0.25
H -3.426 2.083 3.910 0.22 0.31 0.30
H -2.774 0.807 2.984 0.19 0.13 -0.62
H -0.388 1.704 3.418 -0.03 -0.20 -0.31
H -1.212 1.100 4.828 -0.07 -0.10 0.30
H -0.262 3.329 4.872 0.04 0.07 0.14
C -2.587 2.828 -1.973 0.59 -0.72 -1.38
C -1.336 3.269 -2.767 -0.13 0.06 0.70
O -0.182 2.617 -2.236 -0.15 -0.49 -1.12
H -3.496 3.201 -2.444 -0.03 0.29 0.35
H -2.534 2.970 -0.894 0.05 0.46 -0.19
H -2.607 1.748 -2.124 -0.26 -0.18 0.19
H -1.132 4.337 -2.692 -0.28 0.15 -0.19
H -1.330 2.980 -3.818 -0.60 0.16 -0.05
H -0.080 3.000 -1.361 0.61 0.06 1.34
```
Forces are in eV/Å.

frontier orbital gap = 0.3228 hartree
energy above the lowest of the compared OMol25 structures with the same formula, charge and spin = 70.05 kcal per mole
total charge = 0